Molecular formula: C24H32N2O4S
Method: DFT, the ωB97M-V functional and the def2-TZVPD basis

XYZ file:
```
63
C24H32N2O4S, DFT the ωB97M-V functional and the def2-TZVPD basis
C -6.514 -2.205 0.452
C -5.514 -1.154 0.938
C -4.177 -1.349 0.281
C -3.188 -2.112 0.883
C -1.953 -2.298 0.286
C -1.689 -1.726 -0.952
O -0.510 -1.845 -1.640
C 0.679 -2.081 -0.925
C 1.208 -0.830 -0.142
C 0.182 0.264 -0.103
C -0.665 0.431 0.987
C -1.687 1.362 0.944
O -2.585 1.587 1.940
C -2.524 0.773 3.085
C -1.851 2.160 -0.211
O -2.895 3.032 -0.176
C -3.154 3.806 -1.319
C -0.971 2.016 -1.269
C 0.039 1.063 -1.223
C 1.018 0.841 -2.333
C 2.417 0.690 -1.735
N 2.452 -0.355 -0.729
C 3.610 -0.948 -0.366
S 3.623 -2.298 0.602
N 4.762 -0.432 -0.875
C 6.051 -0.905 -0.426
C 6.470 -0.234 0.881
O 6.548 1.159 0.655
C 6.903 1.880 1.805
C -2.691 -0.991 -1.582
C -3.912 -0.803 -0.969
H -6.644 -2.134 -0.626
H -6.155 -3.205 0.686
H -7.481 -2.062 0.929
H -5.409 -1.233 2.022
H -5.893 -0.158 0.705
H -3.379 -2.570 1.844
H -1.207 -2.883 0.800
H 1.416 -2.360 -1.682
H 0.578 -2.926 -0.239
H 1.448 -1.154 0.877
H -0.528 -0.194 1.854
H -3.354 1.091 3.714
H -1.584 0.911 3.630
H -2.645 -0.284 2.827
H -3.351 3.179 -2.194
H -4.046 4.387 -1.084
H -2.328 4.491 -1.541
H -1.069 2.625 -2.154
H 0.751 -0.069 -2.874
H 1.016 1.674 -3.037
H 2.714 1.649 -1.284
H 3.128 0.440 -2.529
H 4.766 0.555 -1.090
H 6.780 -0.675 -1.206
H 5.989 -1.984 -0.275
H 5.727 -0.452 1.661
H 7.444 -0.625 1.209
H 6.167 1.737 2.606
H 7.888 1.575 2.177
H 6.931 2.930 1.521
H -2.483 -0.564 -2.550
H -4.670 -0.212 -1.462
```

Values from the calculation:
LUMO = 0.655 eV
Charge = 0
HOMO-LUMO gap = 8.51 eV
Structure (SMILES) = CCc1ccc(OC[C@@H]2c3cc(OC)c(OC)cc3CCN2C(=S)NCCOC)cc1

Löwdin atomic charge list, values in e, 4 entries: -0.095, -0.216, -0.259, -0.051

Molecular formula: H26O13
Method: DFT, the ωB97M-V functional and the def2-TZVPD basis

XYZ file:
```
39
H26O13, DFT the ωB97M-V functional and the def2-TZVPD basis
O 2.172 -2.119 1.602
H 1.848 -1.427 1.026
H 1.730 -1.964 2.436
O 1.843 -1.248 -1.381
H 2.656 -1.059 -0.914
H 1.985 -2.112 -1.769
O 0.921 3.170 -0.567
H 1.381 3.641 -1.262
H 1.490 3.256 0.198
O -0.213 -3.969 -0.912
H -0.150 -4.115 0.032
H -0.172 -3.018 -1.011
O 0.034 0.239 0.238
H -0.238 0.904 -0.394
H 0.635 -0.324 -0.251
O -2.266 0.459 -2.403
H -1.714 0.115 -3.105
H -1.808 1.242 -2.099
O -1.659 2.933 -0.804
H -0.724 3.131 -0.751
H -2.091 3.726 -0.486
O 0.036 -0.295 -3.620
H 0.687 -0.160 -2.931
H 0.256 -1.149 -3.992
O -0.684 1.589 2.455
H -0.386 1.491 1.551
H -1.620 1.390 2.422
O -1.669 -2.170 1.582
H -2.097 -2.567 0.823
H -1.626 -1.237 1.372
O 3.430 0.269 0.381
H 3.275 0.818 1.150
H 4.383 0.252 0.286
O -3.054 0.977 0.811
H -3.973 0.993 0.542
H -2.597 1.473 0.133
O 0.343 -1.142 3.351
H -0.414 -1.712 3.214
H 0.052 -0.281 3.050
```

Values from the calculation:
LUMO = -0.383 eV
Charge = 0
HOMO-LUMO gap = 9.93 eV

Löwdin atomic charge list, values in e, 4 entries: -0.066, -0.035, -0.008, -0.040

Molecular formula: C25H37N5P2Pt
Method: DFT, the ωB97M-V functional and the def2-TZVPD basis

XYZ file:
```
70
C25H37N5P2Pt, DFT the ωB97M-V functional and the def2-TZVPD basis
C -0.846 -2.536 -3.938
C -0.095 -1.629 -3.189
C -0.731 -0.457 -2.689
C -2.096 -0.216 -3.032
C -2.835 -1.213 -3.683
C -2.221 -2.383 -4.108
C -2.710 1.076 -2.727
C -1.759 2.171 -2.551
C -0.399 1.866 -2.256
C 0.583 2.885 -2.400
C 0.169 4.199 -2.625
C -1.184 4.524 -2.709
C -2.137 3.513 -2.722
H -0.331 -3.400 -4.370
H -3.896 -1.048 -3.873
H -2.802 -3.167 -4.594
H -3.474 1.342 -3.467
H 0.936 4.967 -2.745
H -1.483 5.568 -2.809
H -3.191 3.752 -2.881
N -0.081 0.529 -1.917
Pt 1.213 0.079 -0.459
C 1.378 -1.914 -2.955
H 2.015 -1.166 -3.455
H 1.636 -2.909 -3.342
C 2.066 2.555 -2.370
H 2.346 1.837 -3.161
H 2.656 3.471 -2.504
P 1.836 -1.943 -1.161
P 2.589 1.836 -0.756
C 2.433 3.278 0.350
H 2.810 3.039 1.353
H 3.016 4.116 -0.059
H 1.385 3.599 0.420
C 4.356 1.438 -0.872
H 4.940 2.347 -1.077
H 4.683 1.012 0.089
H 4.534 0.703 -1.671
C 0.935 -3.409 -0.577
H 0.931 -4.178 -1.364
H 1.416 -3.817 0.324
H -0.108 -3.165 -0.338
C 3.600 -2.337 -0.998
H 3.815 -2.497 0.071
H 3.850 -3.257 -1.547
H 4.224 -1.511 -1.359
H -3.595 0.938 -1.603
H -4.103 0.833 -0.959
C -0.271 -1.109 2.000
N 0.469 0.152 1.632
C 1.632 0.297 2.590
N 1.174 0.351 3.990
C 0.436 -0.892 4.298
N -0.736 -1.071 3.402
C -1.617 0.109 3.579
N -0.927 1.378 3.244
C -0.466 1.309 1.838
C 0.250 1.493 4.140
H 0.405 -1.966 1.891
H -1.152 -1.206 1.352
H 2.167 1.225 2.369
H 2.290 -0.576 2.480
H 0.068 -0.842 5.333
H 1.112 -1.749 4.183
H -2.490 -0.002 2.923
H -1.930 0.149 4.631
H 0.058 2.243 1.601
H -1.350 1.177 1.196
H -0.114 1.517 5.179
H 0.788 2.422 3.912
```

Values from the calculation:
Spin multiplicity = 5
LUMO (alpha / beta) = -4.565 / -8.613 eV
Charge = +2
<S²> = 6.03
HOMO-LUMO gap (alpha / beta) = 7.93 / 5.51 eV

Löwdin atomic charge list, values in e, 4 entries: -0.019, -0.202, -0.162, -0.145

Number 1: total energy -47412.0986 eV. Number 2: total energy -27040.7119 eV. Number 3: total energy -55782.8647 eV.